11
Properties=species:S:1:pos:R:3:forces:R:3 method="wB97M-V/def2-TZVPD" e_above_lowest_kcal_mol=174.1 e_homo_ev="-9.18 / -9.19" e_tot_ev=-19031.49934 largest_force_ev_per_a=5.551 lumo_energy_ev="-0.09 / -0.07" homo_lumo_gap_ev="9.09 / 9.12"
C -1.308138 0.914472 -1.315867 -0.82 0.97 -0.35
C 0.693927 -0.235438 -0.997654 2.89 -1.99 0.57
C 0.349260 -0.374847 1.385725 -1.81 -1.39 3.60
N -1.008264 0.840229 -0.051705 -4.51 1.96 -1.46
N 0.038274 0.144098 0.108475 4.69 -1.99 -2.21
O 2.547846 -1.274631 -0.489219 -2.30 1.24 -0.71
S -0.165530 0.204597 -2.423024 0.19 0.09 2.44
H -2.195516 1.429648 -1.687376 0.34 -0.09 0.39
H 0.018586 -1.445561 1.470391 0.17 0.95 -0.41
H 1.301886 -0.384298 1.880426 1.10 0.53 -1.24
H -0.272333 0.181731 2.119829 0.06 -0.29 -0.64